Record 1
{
  "formula": "C21H24N4O4S2",
  "method": "the ωB97M-V functional and the def2-TZVPD basis",
  "species": ["C", "C", "O", "N", "H", "C", "C", "O", "N", "C", "H", "C", "N", "S", "O", "O", "C", "C", "C", "C", "S", "H", "H", "H", "C", "C", "H", "H", "H", "H", "H", "H", "H", "H", "C", "C", "C", "N", "C", "C", "C", "C", "C", "C", "H", "H", "H", "H", "H", "H", "H", "H", "H", "H", "H"],
  "coordinates": [[0.7150, -2.3065, -3.0339], [0.5555, -1.8628, -1.6002], [0.8984, -2.5271, -0.6418], [-0.0531, -0.6606, -1.4616], [-0.2318, -0.1129, -2.2895], [-0.0309, 0.0823, -0.2153], [-1.4611, 0.4879, 0.1578], [-1.8418, 1.6398, 0.0481], [-2.2911, -0.5037, 0.5459], [-1.9427, -1.8715, 0.8519], [-0.9808, -2.1593, 0.4353], [-1.9295, -2.0585, 2.3778], [-2.9634, -1.2605, 2.9997], [-2.5221, -0.1973, 4.1921], [-1.5331, -0.8600, 4.9857], [-3.7329, 0.2675, 4.7961], [-1.7269, 1.2048, 3.4483], [-0.3874, 1.4113, 3.3125], [-0.0960, 2.6934, 2.8021], [-1.2195, 3.4229, 2.5647], [-2.6494, 2.5712, 2.9722], [-1.2888, 4.4151, 2.1667], [0.9011, 3.0611, 2.6374], [0.3446, 0.6746, 3.5887], [-4.0894, -0.9252, 2.1704], [-3.6648, -0.1737, 0.8928], [-3.7155, 0.9089, 1.0241], [-4.3255, -0.4494, 0.0619], [-4.6115, -1.8532, 1.9145], [-4.7528, -0.3125, 2.7806], [-2.0825, -3.1154, 2.6250], [-0.9775, -1.7464, 2.8094], [-2.7100, -2.5138, 0.4073], [0.4014, -0.5784, 0.5423], [0.8639, 1.3257, -0.3650], [2.2098, 0.9098, -0.8554], [3.2430, 0.4254, -0.1069], [4.2761, 0.0442, -0.9170], [3.9244, 0.2586, -2.2163], [4.6202, 0.0158, -3.3940], [3.9987, 0.3354, -4.5816], [2.7170, 0.8939, -4.6026], [2.0233, 1.1393, -3.4393], [2.6207, 0.8136, -2.2205], [1.0399, 1.5874, -3.4705], [2.2691, 1.1378, -5.5549], [4.5092, 0.1572, -5.5161], [5.6129, -0.4090, -3.3768], [5.1419, -0.3603, -0.6044], [3.3180, 0.3276, 0.9592], [0.9333, 1.8177, 0.6043], [0.3926, 2.0198, -1.0621], [1.0538, -3.3378, -3.0576], [1.4557, -1.6757, -3.5231], [-0.2276, -2.2184, -3.5684]],
  "nbo_charge": [-0.716, 0.699, -0.641, -0.621, 0.400, -0.144, 0.694, -0.640, -0.436, -0.252, 0.262, -0.225, -0.673, 2.352, -0.933, -0.935, -0.573, -0.230, -0.266, -0.373, 0.525, 0.243, 0.228, 0.242, -0.248, -0.245, 0.245, 0.195, 0.201, 0.251, 0.205, 0.223, 0.194, 0.244, -0.417, -0.096, -0.016, -0.534, 0.200, -0.253, -0.219, -0.240, -0.207, -0.117, 0.207, 0.213, 0.214, 0.214, 0.414, 0.212, 0.233, 0.228, 0.240, 0.246, 0.224],
  "smiles": "CC(=O)N[C@@H](Cc1c[nH]c2ccccc12)C(=O)N1CCN(S(=O)(=O)c2cccs2)CC1",
  "de_lowest_kcal_mol": 11.7,
  "e_lumo_ev": 0.602,
  "homo_energy_ev": -8.13
}


Record 2
{
  "formula": "C7H11N2O",
  "method": "the ωB97M-V functional and the def2-TZVPD basis",
  "species": ["C", "C", "C", "C", "C", "C", "C", "N", "N", "O", "H", "H", "H", "H", "H", "H", "H", "H", "H", "H", "H"],
  "coordinates": [[-0.6112, -0.0168, -0.3093], [-3.0092, 0.7731, -0.1507], [-4.4010, -0.3310, 0.0849], [1.8333, 0.8253, 1.1965], [-1.3179, -2.4217, 0.0023], [0.0119, 1.2115, -0.4995], [1.5913, 0.9182, -0.3579], [-4.3383, 0.9555, -0.3846], [-0.7209, -1.1265, -0.0883], [-3.2839, -0.1492, 0.8614], [1.0657, 1.3490, 1.6613], [1.8253, -0.1993, 1.4401], [2.9033, 1.1422, 1.2367], [-0.4094, -2.9783, 0.1825], [-2.1899, -2.3212, 0.7248], [-1.7626, -2.7284, -0.9504], [-0.2383, 1.7456, -1.4006], [-0.1918, 1.8436, 0.3153], [1.9126, -0.0507, -0.7907], [2.2116, 1.7302, -0.7065], [-4.7859, 1.4266, -1.0997]],
  "nbo_charge": [0.684, 0.364, 0.420, -0.610, -0.453, -0.564, -0.359, -0.628, -0.250, -0.510, 0.199, 0.209, 0.244, 0.256, 0.277, 0.257, 0.295, 0.275, 0.220, 0.237, 0.436],
  "de_lowest_kcal_mol": 170.5,
  "e_lumo_ev": -3.779,
  "homo_energy_ev": -13.46,
  "charge": 1
}


Record 3
{
  "formula": "C12H29AlBO2",
  "method": "the ωB97M-V functional and the def2-TZVPD basis",
  "species": ["C", "C", "C", "C", "C", "C", "C", "C", "Al", "C", "C", "O", "B", "O", "C", "C", "H", "H", "H", "H", "H", "H", "H", "H", "H", "H", "H", "H", "H", "H", "H", "H", "H", "H", "H", "H", "H", "H", "H", "H", "H", "H", "H", "H", "H"],
  "coordinates": [[4.9323, -3.1792, -0.2011], [4.6710, -1.8672, -0.9422], [3.3117, -1.2854, -0.5915], [3.0258, 0.0734, -1.2287], [1.6193, 0.5609, -0.8903], [1.3692, 2.0364, -1.2069], [0.2649, 2.6548, -0.3460], [-1.1333, 2.0679, -0.6212], [-1.8696, 0.5751, 0.5726], [-2.0398, 1.2247, 2.5266], [-0.7483, 1.0257, 3.3243], [0.0317, 2.2297, 3.4356], [-3.7680, -0.0880, -0.2508], [-4.7872, 0.7589, -0.6709], [-4.0777, -1.6306, -0.4681], [-5.4227, -2.0082, -1.0880], [4.1152, -3.8825, -0.3602], [5.8625, -3.6491, -0.5235], [5.0207, -3.0062, 0.8723], [5.4668, -1.1636, -0.6953], [4.6795, -2.0848, -2.0122], [3.1915, -1.1884, 0.4904], [2.5308, -1.9760, -0.9227], [3.1239, -0.0312, -2.3139], [3.7528, 0.8071, -0.8722], [0.8722, -0.0483, -1.3970], [1.4581, 0.4127, 0.1804], [2.2930, 2.6111, -1.1061], [1.0227, 2.1175, -2.2434], [0.5366, 2.4831, 0.7025], [0.2832, 3.7373, -0.5130], [-1.1940, 1.7425, -1.6679], [-1.8650, 2.8814, -0.5264], [-0.8848, -0.7289, 0.6589], [-2.3537, 2.2704, 2.6098], [-2.8094, 0.5933, 2.9797], [-0.1151, 0.2632, 2.8611], [-0.9429, 0.6841, 4.3473], [-0.3358, 2.8481, 2.8068], [-4.5781, 1.6475, -0.3993], [-3.2552, -2.0299, -1.0716], [-3.9492, -2.1000, 0.5131], [-6.2582, -1.6314, -0.4993], [-5.5434, -3.0952, -1.1443], [-5.5040, -1.6329, -2.1074]],
  "nbo_charge": [-0.598, -0.389, -0.389, -0.380, -0.401, -0.382, -0.387, -0.958, 1.036, -0.977, -0.054, -0.749, 0.449, -0.909, -0.781, -0.600, 0.201, 0.195, 0.198, 0.189, 0.187, 0.197, 0.196, 0.182, 0.183, 0.211, 0.209, 0.180, 0.183, 0.181, 0.172, 0.191, 0.192, -0.424, 0.190, 0.209, 0.158, 0.135, 0.463, 0.481, 0.222, 0.220, 0.195, 0.180, 0.195],
  "e_lumo_ev": 3.101,
  "homo_energy_ev": -3.89,
  "charge": -1
}


Record 4
{
  "formula": "C26H38CaN7O7S",
  "method": "the ωB97M-V functional and the def2-TZVPD basis",
  "species": ["Ca", "N", "C", "C", "N", "C", "C", "N", "C", "C", "N", "H", "H", "H", "H", "H", "H", "H", "H", "H", "H", "H", "H", "H", "H", "H", "H", "H", "H", "O", "C", "C", "C", "N", "C", "C", "C", "O", "O", "C", "O", "O", "H", "H", "H", "C", "C", "C", "C", "C", "C", "C", "C", "C", "C", "O", "O", "H", "H", "H", "H", "H", "H", "H", "H", "H", "H", "H", "S", "C", "N", "C", "C", "N", "H", "H", "H", "H", "H", "H"],
  "coordinates": [[0.2105, -0.1575, -0.1736], [0.3207, 2.0201, -0.9770], [-0.5722, 2.8354, -0.1407], [0.0168, 2.9408, 1.2816], [0.7214, 1.7183, 1.7309], [-0.0524, 0.9799, 2.7457], [0.4156, -0.4560, 3.0099], [0.0262, -1.3736, 1.9176], [2.0544, 2.0278, 2.2790], [3.0139, 2.7674, 1.3660], [3.0986, 2.1476, 0.0456], [1.2795, 2.3657, -0.9644], [-0.0111, 1.9598, -1.9334], [-1.5511, 2.3584, -0.1206], [-0.7057, 3.8504, -0.5215], [-0.7822, 3.2021, 1.9826], [0.7290, 3.7684, 1.2980], [-1.0865, 0.9277, 2.4004], [-0.0467, 1.5312, 3.7000], [-0.0110, -0.7653, 3.9663], [1.4971, -0.5052, 3.1019], [-0.9469, -1.6393, 2.0254], [0.5928, -2.2163, 1.9778], [2.5333, 1.0848, 2.5326], [1.9425, 2.6227, 3.2013], [3.9698, 2.7829, 1.9017], [2.7104, 3.8126, 1.2538], [3.1356, 1.1312, 0.1405], [3.9246, 2.4333, -0.4588], [3.9469, -4.3086, -3.3528], [3.1438, -3.4956, -2.6173], [3.3387, -3.3063, -1.2535], [2.4990, -2.4359, -0.5891], [1.4713, -1.8353, -1.2002], [1.3078, -2.0123, -2.5163], [2.1278, -2.8174, -3.2734], [0.2323, -1.1273, -3.1473], [0.1367, -1.1491, -4.3950], [-0.4098, -0.4020, -2.3422], [2.7538, -1.9783, 0.8448], [2.9070, -2.8421, 1.7217], [2.7262, -0.7122, 0.9634], [4.6155, -4.6813, -2.7724], [4.1444, -3.7960, -0.7152], [1.9817, -2.8890, -4.3427], [-4.1749, -3.1662, 5.1863], [-3.9818, -2.2867, 3.9720], [-3.8578, -2.8342, 2.6985], [-3.6189, -2.0410, 1.5827], [-3.5073, -2.6759, 0.2160], [-3.5078, -0.6508, 1.7367], [-3.6918, -0.0754, 2.9973], [-3.6394, 1.4201, 3.2200], [-3.9127, -0.9071, 4.0959], [-3.0547, 0.2093, 0.5640], [-3.8190, 1.0573, 0.1065], [-1.8385, 0.0044, 0.2037], [-4.0269, -4.2174, 4.9358], [-5.1792, -3.0568, 5.6064], [-3.4625, -2.9031, 5.9707], [-3.9401, -3.9115, 2.5736], [-3.5159, -3.7645, 0.2890], [-2.5996, -2.3602, -0.2952], [-4.3469, -2.3681, -0.4133], [-3.4966, 1.9588, 2.2861], [-2.8336, 1.6822, 3.9126], [-4.5769, 1.7604, 3.6657], [-4.0296, -0.4555, 5.0800], [3.2280, 1.1063, -3.3859], [2.3532, 1.7028, -4.6823], [2.7690, 2.7405, -5.4819], [1.9828, 2.8203, -6.7106], [0.7376, 1.9962, -6.3376], [1.1572, 1.3049, -5.1232], [3.7448, 2.9711, -5.4586], [2.5124, 2.3835, -7.5603], [1.7306, 3.8500, -6.9571], [0.4637, 1.2842, -7.1154], [-0.1257, 2.6363, -6.1456], [0.7087, 0.4192, -4.8136]],
  "mulliken_charge": [2.742, -0.511, -0.534, -1.211, 1.720, -0.253, -1.063, -0.421, -1.034, -1.045, -0.247, 0.170, 0.212, 0.160, 0.563, 0.307, 0.486, -0.467, 0.500, 0.519, 0.418, -0.205, 0.291, 0.443, 0.247, 0.492, 0.386, 0.089, 0.263, -0.569, 1.283, -0.744, 0.049, -0.392, 0.388, -0.879, 0.069, -0.999, -0.506, -0.411, -0.743, -0.519, 0.289, 0.370, 0.523, -1.540, 0.733, -0.829, 0.910, -1.457, 1.084, 1.397, -2.036, -0.881, -1.041, -0.707, -0.399, 0.353, 0.312, 0.347, 0.263, 0.398, 0.027, 0.351, 0.180, 0.329, 0.555, 0.376, -0.424, 0.092, -0.229, -0.492, -0.546, 0.201, 0.239, 0.273, 0.293, 0.299, 0.279, 0.063],
  "e_lumo_ev": 2.511,
  "homo_energy_ev": -5.64,
  "charge": -1
}


Computed calculated total energy, in the same sequence as the records: -2131.0303; -457.5673; -892.4457; -2999.6944 Eh.